Computed, not measured: C4H8OS in the gas phase in a non-equilibrium geometry, with wB97M-V/def2-TZVPD.

Structure (XYZ):
```
14
Properties=species:S:1:pos:R:3
C 1.40 -1.43 0.05
C 0.86 -0.11 -0.20
O 1.32 0.79 -0.86
C -0.55 0.09 0.38
C -0.85 1.51 0.19
S -1.98 -0.82 -0.37
H 2.28 -1.21 0.97
H 0.75 -2.32 0.30
H 2.07 -1.61 -0.77
H -0.46 -0.26 1.42
H -1.27 1.41 -0.99
H 0.19 2.11 0.19
H -1.56 1.80 1.18
H -2.18 0.05 -1.49
```

Summary:
Kohn-Sham gap in eV: 9.759
Multiplicity: 1
Energy above the lowest of the compared OMol25 structures with the same formula, charge and spin in kcal per mole: 63.11
SMILES: CC(=O)[C@@H](C)S
HOMO energy in Ha: -0.3364
LUMO level in eV: 0.61


Computed, not measured: a 2-piece molecular cluster, C4H8OS overall in a non-equilibrium geometry, with wB97M-V/def2-TZVPD.

Structure (XYZ):
```
14
Properties=species:S:1:pos:R:3
C 0.85 2.00 0.48
C 0.97 0.81 -0.07
C 1.28 -0.33 -0.58
C 2.20 -1.41 0.04
H 1.41 2.79 0.14
H 0.03 2.04 1.17
H 0.91 -0.79 -1.40
H 3.02 -1.11 0.59
H 1.68 -2.10 0.53
H 2.81 -1.90 -0.69
O -3.84 0.47 -0.69
S -3.41 -0.70 0.42
H -4.15 0.24 -1.53
H -3.75 -0.01 1.60
```

Summary:
Kohn-Sham gap in eV: 9.337
Multiplicity: 1
Energy above the lowest of the compared OMol25 structures with the same formula, charge and spin in kcal per mole: 93.39
SMILES: C=C=CC.OS
HOMO energy in Ha: -0.3264
LUMO level in eV: 0.45


Computed, not measured: C4H8OS in the gas phase in a non-equilibrium geometry, with wB97M-V/def2-TZVPD.

Structure (XYZ):
```
14
Properties=species:S:1:pos:R:3
C 1.81 -1.03 -0.12
C 0.72 0.03 0.06
O 1.23 1.38 0.02
C -0.32 0.03 -1.10
S -1.74 -0.07 -0.04
C -0.39 -0.20 1.16
H 2.67 -0.87 0.56
H 1.46 -2.01 0.20
H 2.16 -1.07 -1.15
H 1.88 1.47 0.73
H -0.20 -0.85 -1.78
H -0.24 0.91 -1.73
H -0.22 -1.11 1.72
H -0.41 0.62 1.87
```

Summary:
Kohn-Sham gap in eV: 9.374
Multiplicity: 1
Energy above the lowest of the compared OMol25 structures with the same formula, charge and spin in kcal per mole: 19.38
SMILES: CC1(O)CSC1
HOMO energy in Ha: -0.3143
LUMO level in eV: 0.82